(1)
DFT (ωB97M-V/def2-TZVPD) results for a molecular structure, CH27O16Sn at a distorted geometry.

```
! RIJCOSX wB97M-V def2-TZVPD def2/J DEFGRID3
* xyz 1 1
Sn 1.8125 -2.6131 0.7007
C -0.2199 -0.4286 -0.4358
O -1.0725 0.0887 -1.0968
O 1.0184 -0.0269 -0.4237
O -0.4619 -1.5085 0.0990
H 1.3206 0.7675 -0.9396
O -2.0849 -0.4323 2.0257
H -2.7853 -1.0819 2.3581
H -1.7880 -0.8260 1.2227
O -0.9100 2.2960 0.6367
H -0.7602 1.6532 -0.0879
H -1.4993 2.9386 0.2755
O 2.8831 0.7606 -2.3339
H 3.3917 0.8673 -3.0921
H 2.0263 1.0763 -2.5874
O 0.3952 -4.3332 -0.9032
H 0.9010 -4.8206 -1.5375
H -0.1644 -3.7788 -1.4515
O -2.1794 -3.6482 0.8650
H -1.9631 -2.8043 0.5404
H -1.3484 -4.1750 0.9362
O 0.3677 -1.7202 2.7494
H -0.4013 -2.2226 2.9540
H 0.1091 -0.8067 2.6544
O 0.3195 1.1341 2.7221
H 0.0873 1.8182 3.4023
H -0.1107 1.3760 1.8438
O -3.5011 -0.8294 -1.0577
H -3.6763 -0.5268 -1.9375
H -2.5643 -0.6390 -1.0829
O -3.4195 1.8793 -0.6465
H -2.9971 1.0644 -0.5804
H -2.8628 2.3611 -1.2565
O 4.1170 0.6043 0.0729
H 4.6722 -0.1611 0.1459
H 3.4735 0.4749 -0.6508
O 2.6577 -0.1511 2.1948
H 3.0813 0.2918 1.4993
H 1.8722 0.4535 2.4538
O -1.8406 2.5845 -2.7502
H -2.7442 2.3460 -3.0389
H -1.4123 1.8139 -3.0087
O 2.3367 2.9171 -0.4397
H 2.9418 3.3777 0.0971
H 2.9826 2.5894 -1.1106
*
```

The HOMO energy comes out at -12.46 eV. The value obtained for the relative energy (zero: lowest compared OMol25 entry of this formula, charge and spin) is 2.151 eV. For the calculated total energy, the calculation gives -1472.17123 a.u.

Atomic partial charges in e from the Löwdin method, atoms 1 to 4:
1 Sn 1.7219
2 C -0.8845
3 O 0.0700
4 O 0.0638

(2)
DFT (ωB97M-V/def2-TZVPD) results for 2 unconnected molecules or ions with the total composition C4H13NO at a distorted geometry.

```
! RIJCOSX wB97M-V def2-TZVPD def2/J DEFGRID3
* xyz 0 1
C -0.7259 1.5453 -0.2983
C -0.8275 0.4896 0.7919
C -2.1445 -0.2520 0.5434
C 0.3506 -0.5234 0.5471
N 1.5780 -0.2273 1.3166
H -0.9969 0.9910 -1.2023
H 0.2681 1.9879 -0.4076
H -1.3210 2.4731 -0.2170
H -0.7501 0.8604 1.8037
H -2.4712 -0.9480 1.3450
H -3.0267 0.3751 0.4490
H -2.0412 -0.8794 -0.3517
H 0.5683 -0.4251 -0.5358
H 0.1400 -1.5329 0.8848
H 1.3583 0.3328 2.1367
H 2.2046 0.3928 0.8079
O 1.4913 -1.0426 -2.4457
H 1.1134 -1.2150 -1.5751
H 1.9582 -0.2029 -2.3925
*
```

The SMILES is CC(C)CN.O. The HOMO energy comes out at -9.54 eV. The value obtained for the relative energy (zero: lowest compared OMol25 entry of this formula, charge and spin) is 0.921 eV. For the calculated total energy, the calculation gives -290.16310 a.u.

Atomic partial charges in e from the Löwdin method, atoms 1 to 4:
1 C -0.0958
2 C -0.4059
3 C -0.0994
4 C -0.2547

(3)
DFT (ωB97M-V/def2-TZVPD) results for 2 unconnected molecules or ions with the total composition C10H9NO at a distorted geometry.

```
! RIJCOSX wB97M-V def2-TZVPD def2/J DEFGRID3
* xyz 0 1
C -1.8229 1.4342 -1.2497
C -0.0456 -2.0369 -1.4571
C 1.0029 -1.2874 -1.9816
C -0.2279 -1.9574 -0.1033
C 1.8407 -0.4952 -1.2176
C 0.6073 -1.2567 0.7688
C 1.6974 -0.5275 0.2423
C 2.5468 0.3457 0.9940
C -1.0449 1.9306 -0.3765
C 0.0158 2.4536 0.3546
N -2.5472 0.9249 -2.0571
O 2.5382 0.5376 2.2064
H -0.8059 -2.5932 -1.8682
H 1.1961 -1.3011 -3.1215
H -1.0674 -2.5165 0.1392
H 2.7312 -0.2321 -1.6652
H 0.4350 -1.2364 1.7931
H 3.1777 0.9385 0.3911
H 0.8809 2.9622 -0.1062
H 0.3893 1.5792 0.8509
H -0.2781 3.1733 1.1168
*
```

The HOMO energy (spin up / spin down) comes out at -8.65 / -8.63 eV. The value obtained for the relative energy (zero: lowest compared OMol25 entry of this formula, charge and spin) is 5.768 eV. For the calculated total energy, the calculation gives -516.25194 a.u.

Atomic partial charges in e from the Löwdin method, atoms 1 to 4:
1 C -0.2985
2 C -0.0660
3 C -0.0771
4 C -0.0697

(4)
DFT (ωB97M-V/def2-TZVPD) results for 8 unconnected molecules or ions with the total composition C26H50N6O10 at a distorted geometry.

```
! RIJCOSX wB97M-V def2-TZVPD def2/J DEFGRID3
* xyz 0 1
C -0.1058 4.7076 0.1744
C 0.7574 3.4898 0.0020
N 1.2226 2.9592 1.2114
C 2.4973 3.2615 1.6064
C 2.6226 2.7188 2.8333
N 1.4178 2.1113 3.1505
C 0.5738 2.2668 2.1336
C 1.0713 1.6449 4.5333
H -1.0899 4.4628 0.6640
H -0.3635 5.1586 -0.8739
H 0.4021 5.6128 0.5645
H 1.5173 3.7942 -0.6737
H 0.1483 2.7589 -0.5429
H 3.1182 3.8072 0.9143
H 3.4621 2.7993 3.4480
H -0.5111 1.9150 2.0224
H 1.9785 1.1515 4.9105
H 0.3003 0.8461 4.4960
H 0.6293 2.4354 5.1120
C -3.8755 0.1152 -1.6184
C -4.0329 1.5573 -1.9646
N -2.7539 2.1250 -2.6927
C -2.0419 3.2428 -2.3630
C -1.0402 3.3383 -3.2434
N -1.0969 2.2084 -4.0921
C -2.1598 1.5277 -3.6958
C -0.1232 1.9091 -5.1432
H -3.7161 -0.6036 -2.4073
H -4.7794 -0.0884 -1.1086
H -3.1228 0.0783 -0.8192
H -4.0292 2.1574 -1.0857
H -4.8332 1.7804 -2.6124
H -2.3497 3.9916 -1.5903
H -0.1561 3.9432 -3.2246
H -2.4902 0.6191 -4.1219
H -0.5094 2.4651 -6.0187
H -0.0893 0.8372 -5.3329
H 0.8812 2.2173 -4.8812
C -3.5655 -6.1465 3.4039
C -2.2306 -6.0549 2.7238
O -2.0481 -5.6169 1.5937
N -1.0854 -6.5355 3.4172
H -0.2666 -6.4028 2.8168
H -1.4481 -4.0592 0.5395
C -0.7635 -7.1163 4.7139
H -3.7051 -6.9973 4.0726
H -4.3160 -6.0397 2.6458
H -3.7241 -5.2801 4.0342
H -0.5555 -6.3352 5.5042
H 0.0849 -7.7960 4.6445
H -1.4560 -7.7859 5.2458
C 3.7002 -1.2051 -3.6054
C 2.5498 -0.5460 -2.8893
O 1.5241 -0.2798 -3.5652
N 2.7232 -0.2557 -1.5657
H 2.0527 -2.5492 0.7282
H 3.5175 -0.5722 -1.0720
C 1.9321 0.8752 -1.0048
H 3.3162 -1.7254 -4.4800
H 4.2891 -1.9011 -3.0519
H 4.3421 -0.3561 -3.9317
H 1.9367 0.6178 0.0999
H 0.9645 0.8856 -1.4689
H 2.4047 1.8717 -1.1926
C -0.2882 -1.6947 -1.3890
C -0.2369 -2.9687 -0.4954
O -1.4602 -3.2963 -0.0119
O 0.8116 -3.5661 -0.3480
H 0.6961 -1.4085 -1.5620
H -0.8890 -0.9247 -0.8407
H -0.7779 -1.9321 -2.3755
C 1.6930 -3.5800 2.9032
C 1.8671 -2.1366 2.6031
O 2.2665 -1.8099 1.3366
O 1.7472 -1.2278 3.3636
H 2.7004 -3.9844 2.9292
H 1.1412 -4.1215 2.1107
H 1.1944 -3.6314 3.8575
C -4.2149 1.1463 2.0757
C -3.1769 1.8377 1.1480
O -3.2943 3.0372 0.7332
O -2.0728 1.2256 1.0542
H -5.2995 1.1895 1.8087
H -4.3151 1.6748 3.0309
H -3.9617 0.0533 2.2541
C 4.7059 2.8871 -2.9812
C 3.2097 3.4129 -2.7206
O 3.0327 4.0830 -1.6757
O 2.3656 3.2281 -3.6335
H 5.2160 2.7492 -2.0079
H 5.1323 3.7057 -3.5241
H 4.7041 2.0355 -3.6700
*
```

The HOMO energy comes out at -7.74 eV. For the calculated total energy, the calculation gives -2101.63983 a.u.

Atomic partial charges in e from the Löwdin method, atoms 1 to 4:
1 C -0.0639
2 C -0.2539
3 N -0.0511
4 C 0.0123

(5)
DFT (ωB97M-V/def2-TZVPD) results for C4H5NO2 in the gas phase at a distorted geometry.

```
! RIJCOSX wB97M-V def2-TZVPD def2/J DEFGRID3
* xyz 0 1
O 1.2941 -1.2782 -1.7987
C 0.6201 -0.8114 -0.9084
N -0.7131 -0.5217 -0.9407
C -1.1060 0.0893 0.3072
C 0.1595 0.8920 0.7091
O 0.6763 0.3359 1.8467
C 1.1907 -0.0699 0.3465
H -1.2623 -0.5259 -1.7843
H -1.2268 -0.6919 1.0725
H -2.0102 0.6851 0.2459
H 0.1782 1.9491 0.4672
H 2.2626 -0.0602 0.4437
*
```

The SMILES is O=C1NC[C@H]2O[C@@H]12. The HOMO energy comes out at -9.95 eV. The value obtained for the relative energy (zero: lowest compared OMol25 entry of this formula, charge and spin) is 2.884 eV. For the calculated total energy, the calculation gives -360.56345 a.u.

Atomic partial charges in e from the Löwdin method, atoms 1 to 4:
1 O 0.0848
2 C -0.4353
3 N 0.0691
4 C -0.1038